Entry 1:
ORCA calculation (the ωB97M-V functional and the def2-TZVPD basis) on the ion C10H19N3OS with charge +2 in a non-equilibrium geometry.

Summary:
charge: +2
SMILES: C/[NH+]=C/N[C@]1(C)S[C@H]([C@@H]([NH3+])O)[C@@]2(C)C=C21
orbital gap: 9.67 eV
F_max: 5.3 eV/A
energy above the lowest of the compared OMol25 structures with the same formula, charge and spin: 66.6 kcal/mol
highest occupied orbital energy: -15.9 eV

Each line ends with the natural charge from an NBO analysis.
Element x y z (Å)
C 4.393 -1.013 1.411  -0.38
N 3.053 -0.346 1.108  -0.51
C 2.264 0.098 2.015  0.38
N 1.178 0.703 1.820  -0.55
C 0.595 1.142 0.593  0.04
C 1.104 2.542 0.268  -0.62
S -1.228 1.155 0.772  0.19
C -1.688 0.239 -0.812  -0.35
C -2.988 -0.392 -0.515  0.23
N -4.064 0.592 -0.074  -0.74
O -3.539 -1.135 -1.545  -0.66
C -0.497 -0.655 -1.198  -0.10
C -0.752 -2.168 -1.307  -0.63
C 0.590 0.064 -2.021  -0.10
C 0.710 0.062 -0.699  -0.03
H 4.113 -2.050 1.356  0.22
H 4.567 -0.632 2.387  0.22
H 5.031 -0.993 0.632  0.24
H 3.014 -0.365 0.088  0.44
H 2.684 -0.172 2.958  0.24
H 0.658 0.806 2.676  0.44
H 0.920 3.104 1.146  0.23
H 0.528 2.892 -0.536  0.24
H 2.136 2.569 0.283  0.23
H -1.898 0.957 -1.693  0.23
H -2.973 -1.143 0.213  0.22
H -4.429 0.995 -0.979  0.47
H -3.846 1.354 0.705  0.48
H -4.725 -0.047 0.433  0.47
H -3.245 -0.825 -2.385  0.49
H -1.389 -2.268 -2.128  0.22
H -1.133 -2.656 -0.445  0.22
H 0.152 -2.703 -1.486  0.24
H 0.707 0.287 -3.039  0.27

---

Entry 2:
ORCA calculation (the ωB97M-V functional and the def2-TZVPD basis) on the ion C7H12N3O5 with charge +1 in a non-equilibrium geometry.

Summary:
charge: +1
SMILES: [NH2+]=C1NC(=O)[C@]2(N1)O[C@H](CO)[C@@H](O)[C@@H]2O
orbital gap: 10.05 eV
F_max: 5.0 eV/A
energy above the lowest of the compared OMol25 structures with the same formula, charge and spin: 17.9 kcal/mol
highest occupied orbital energy: -13.1 eV

Each line ends with the natural charge from an NBO analysis.
Element x y z (Å)
N -3.344 1.642 1.899  -0.74
C -2.481 1.185 0.999  0.69
N -2.569 1.373 -0.357  -0.62
C -1.232 1.058 -0.867  0.70
O -0.849 1.434 -1.863  -0.43
C -0.577 0.101 0.233  0.30
N -1.541 0.338 1.343  -0.55
O 0.722 0.372 0.677  -0.50
C 1.684 -0.457 -0.135  0.04
C 2.574 0.429 -1.086  -0.08
O 2.968 1.565 -0.431  -0.66
C 0.861 -1.509 -0.887  0.03
O 1.325 -2.870 -0.731  -0.68
C -0.596 -1.307 -0.329  0.07
O -1.702 -1.366 -1.268  -0.74
H -4.182 2.061 1.602  0.42
H -3.453 1.406 2.854  0.43
H -3.335 1.980 -0.705  0.45
H -1.244 0.294 2.260  0.43
H 2.347 -0.893 0.618  0.20
H 2.065 0.696 -2.097  0.20
H 3.270 -0.308 -1.451  0.18
H 3.339 1.171 0.435  0.46
H 0.797 -1.453 -2.023  0.23
H 1.593 -2.996 0.132  0.46
H -0.668 -1.958 0.588  0.19
H -1.798 -2.312 -1.774  0.52

---

Entry 3:
ORCA calculation (the ωB97M-V functional and the def2-TZVPD basis) on the ion C5H10O2 with charge -1 in a non-equilibrium geometry.

Summary:
charge: -1
orbital gap (spin up / spin down): 5.78 / 3.38 eV
F_max: 3.4 eV/A
energy above the lowest of the compared OMol25 structures with the same formula, charge and spin: 48.6 kcal/mol
spin multiplicity: 2
highest occupied orbital energy (spin up / spin down): -2.4 / -2.4 eV

Each line ends with the natural charge from an NBO analysis.
Element x y z (Å)
C 2.452 -0.665 1.014  0.01
O 3.593 0.036 1.195  -0.94
C 1.050 0.122 0.565  -0.46
C -0.349 -0.473 0.409  -0.41
C -1.525 0.388 -0.140  -0.43
C -1.822 0.486 -1.646  -0.13
O -2.639 1.437 -2.033  -0.31
H 2.623 -1.357 0.151  0.08
H 2.109 -1.112 1.925  0.08
H 0.901 1.034 1.310  0.16
H 1.329 0.598 -0.402  0.16
H -0.587 -0.882 1.464  0.19
H -0.320 -1.380 -0.237  0.18
H -1.483 1.480 0.143  0.20
H -2.449 0.181 0.445  0.20
H -2.056 -0.521 -2.017  0.17
H -0.829 0.630 -2.146  0.25

---

Entry 4:
ORCA calculation (the ωB97M-V functional and the def2-TZVPD basis) on a structure of composition C44H40FeN5P2S3 in a non-equilibrium geometry.

Summary:
charge: -1
orbital gap (spin up / spin down): 2.82 / 5.60 eV
F_max: 8.2 eV/A
energy above the lowest of the compared OMol25 structures with the same formula, charge and spin: 35.8 kcal/mol
spin multiplicity: 5
highest occupied orbital energy (spin up / spin down): -1.2 / -4.0 eV

Each line ends with the Löwdin charge.
Element x y z (Å)
Fe 6.934 3.610 18.007  0.03
S 8.715 2.329 18.036  0.72
P 8.094 4.523 19.598  0.94
C 9.181 3.935 18.279  -1.03
P 10.585 4.753 17.464  0.41
S 11.155 3.631 15.936  0.24
C 10.075 6.331 16.744  -0.32
C 10.994 7.241 16.195  -0.11
C 10.480 8.325 15.517  -0.09
C 9.089 8.543 15.366  -0.09
C 8.179 7.645 15.888  -0.08
C 8.673 6.588 16.625  -0.08
C 11.918 5.109 18.508  -0.37
C 12.293 6.409 18.910  -0.09
C 13.510 6.607 19.621  -0.07
C 14.226 5.456 19.970  -0.11
C 13.922 4.190 19.503  -0.11
C 12.790 4.020 18.781  -0.13
C 8.907 3.632 20.975  -0.38
C 8.433 3.865 22.246  -0.12
C 8.963 3.180 23.342  -0.09
C 9.833 2.081 23.082  -0.09
C 10.438 1.999 21.816  -0.07
C 10.029 2.861 20.794  -0.13
C 8.390 6.183 20.220  -0.37
C 9.624 6.630 20.637  -0.08
C 9.794 8.002 20.974  -0.08
C 8.813 8.964 20.736  -0.08
C 7.515 8.467 20.431  -0.08
C 7.353 7.100 20.188  -0.11
H 12.045 7.073 16.277  0.10
H 11.186 9.003 15.020  0.10
H 8.684 9.352 14.762  0.09
H 7.124 7.813 15.781  0.10
H 7.955 5.809 16.919  0.06
H 11.732 7.288 18.649  0.09
H 13.901 7.593 19.863  0.10
H 15.180 5.553 20.527  0.10
H 14.677 3.420 19.562  0.10
H 12.628 3.134 18.063  0.09
H 7.581 4.521 22.350  0.10
H 8.658 3.472 24.319  0.08
H 9.970 1.398 23.929  0.09
H 11.122 1.170 21.588  0.11
H 10.661 2.930 19.902  0.07
H 10.447 5.968 20.896  0.11
H 10.772 8.249 21.411  0.10
H 9.038 10.001 20.904  0.09
H 6.591 9.104 20.442  0.11
H 6.443 6.643 19.767  0.08
C 5.787 0.544 22.934  -0.06
C 4.368 1.109 23.000  -0.54
C 4.472 2.232 24.070  -0.06
C 3.327 0.046 23.558  -0.06
C 3.892 1.626 21.672  -0.21
C 2.593 1.436 21.257  -0.09
C 2.266 1.451 19.880  -0.11
C 3.270 1.660 18.935  -0.52
S 3.108 1.445 17.250  1.02
C 4.606 2.239 17.030  -0.58
N 5.277 2.562 18.191  -0.07
C 4.547 2.137 19.344  -0.24
C 4.839 2.184 20.721  0.03
C 5.363 2.566 15.860  -0.26
C 4.881 2.492 14.504  -0.07
C 5.621 3.025 13.409  -0.14
C 6.902 3.486 13.669  -0.15
C 7.304 3.642 15.003  -0.13
C 6.586 3.219 16.118  -0.19
H 6.002 -0.066 23.847  0.09
H 6.488 1.381 22.798  0.06
H 5.876 -0.087 22.053  0.09
H 4.675 1.836 25.085  0.08
H 3.516 2.757 24.090  0.08
H 5.248 2.967 23.897  0.06
H 3.766 -0.242 24.533  0.07
H 3.290 -0.857 22.960  0.08
H 2.371 0.515 23.772  0.06
H 1.726 1.316 21.977  0.11
H 1.304 1.243 19.491  0.08
H 5.781 2.627 21.085  0.09
H 3.976 1.907 14.369  0.07
H 5.160 3.062 12.374  0.10
H 7.619 3.663 12.835  0.09
H 8.223 4.271 15.098  0.07
N 2.512 8.121 16.822  0.16
C 3.036 7.070 17.499  -0.46
N 2.540 6.629 18.644  0.19
N 4.192 6.581 17.005  0.14
C 4.988 5.804 17.534  -0.26
N 5.875 5.059 17.833  0.07
H 1.554 8.335 17.080  0.11
H 2.954 8.297 15.945  0.11
H 1.875 7.192 19.229  0.15
H 2.962 5.893 19.127  0.09

---

Entry 5:
ORCA calculation (the ωB97M-V functional and the def2-TZVPD basis) on an isolated molecule of C23H24N4O2S in a non-equilibrium geometry.

Summary:
SMILES: Cc1ccc2cc(C#N)c(N3CCCN(S(=O)(=O)c4ccccc4)CC3)nc2c1C
orbital gap: 7.90 eV
F_max: 1.1 eV/A
energy above the lowest of the compared OMol25 structures with the same formula, charge and spin: 19.3 kcal/mol
highest occupied orbital energy: -8.1 eV

Each line ends with the natural charge from an NBO analysis.
Element x y z (Å)
C 5.780 -0.790 0.201  -0.64
C 4.664 -1.229 -0.696  0.02
C 4.891 -2.265 -1.621  -0.22
C 3.904 -2.696 -2.461  -0.16
C 2.631 -2.100 -2.407  -0.17
C 1.575 -2.458 -3.260  -0.03
C 0.346 -1.841 -3.160  -0.29
C -0.611 -2.179 -4.136  0.28
N -1.310 -2.491 -4.994  -0.32
C 0.169 -0.838 -2.139  0.46
N -1.001 -0.181 -1.942  -0.41
C -2.279 -0.682 -2.399  -0.21
C -3.406 -0.506 -1.376  -0.44
C -3.014 -0.922 0.047  -0.23
N -2.409 0.143 0.819  -0.68
S -3.451 1.411 1.186  2.30
O -3.353 2.480 0.227  -0.95
O -4.744 0.845 1.429  -0.94
C -2.749 1.963 2.737  -0.25
C -2.222 3.235 2.851  -0.22
C -1.690 3.639 4.066  -0.21
C -1.695 2.769 5.144  -0.19
C -2.230 1.496 5.018  -0.21
C -2.762 1.088 3.806  -0.19
C -1.097 0.587 0.414  -0.24
C -0.983 0.971 -1.069  -0.25
N 1.176 -0.476 -1.370  -0.55
C 2.384 -1.056 -1.474  0.29
C 3.426 -0.623 -0.616  -0.05
C 3.161 0.480 0.361  -0.65
H 6.679 -1.372 0.016  0.22
H 6.009 0.263 0.040  0.22
H 5.499 -0.908 1.248  0.22
H 5.869 -2.722 -1.661  0.21
H 4.082 -3.489 -3.172  0.21
H 1.733 -3.211 -4.021  0.23
H -2.174 -1.751 -2.599  0.21
H -2.568 -0.191 -3.338  0.21
H -4.244 -1.119 -1.712  0.23
H -3.754 0.527 -1.340  0.22
H -2.321 -1.769 0.033  0.21
H -3.911 -1.205 0.600  0.24
H -2.243 3.885 1.991  0.24
H -1.276 4.631 4.170  0.22
H -1.282 3.086 6.091  0.22
H -2.235 0.825 5.864  0.22
H -3.193 0.110 3.672  0.23
H -0.377 -0.209 0.628  0.22
H -0.857 1.453 1.033  0.22
H -1.798 1.644 -1.335  0.23
H -0.028 1.482 -1.217  0.24
H 3.837 1.316 0.187  0.22
H 2.136 0.819 0.254  0.24
H 3.317 0.133 1.382  0.22